# 1
Below is a 13-piece molecular cluster, C52H133N3O13 overall at a distorted geometry, with properties calculated with ωB97M-V with the def2-TZVPD basis set.

## Properties
E_tot	-87161.0968	eV
lowest unoccupied orbital energy	0.7	eV
2S+1	1

Each line ends with the Mulliken charge.
Atoms and positions in Å:
1 C -0.92500 0.72222 7.46063  -1.652
2 C -1.14680 -0.61725 6.77486  0.687
3 C -2.37108 -1.34511 7.29223  -1.052
4 O -2.40057 -2.58086 6.64071  -0.135
5 C -3.65697 -3.21593 6.57891  -0.831
6 N -1.23580 -0.44635 5.28217  0.144
7 H -0.74887 0.34770 8.43647  0.536
8 H -1.86680 1.32505 7.45662  0.326
9 H -0.09232 1.30873 7.14091  0.259
10 H -0.32409 -1.24469 7.07028  0.329
11 H -3.27983 -0.72809 6.95817  0.383
12 H -2.40232 -1.50791 8.41181  0.333
13 H -4.32500 -2.73400 5.84439  0.343
14 H -4.03855 -3.21691 7.65974  0.328
15 H -3.50559 -4.22097 6.23203  0.216
16 H -1.19918 -1.32059 4.78628  -0.118
17 H -0.45822 0.12787 5.00907  -0.297
18 C 0.66731 -4.33100 -3.65385  -0.325
19 C 0.27037 -5.77043 -3.22677  0.309
20 C -0.71289 -5.71897 -2.04176  -0.304
21 O 0.00334 -5.15065 -0.97764  -0.184
22 C -0.94258 -4.93627 0.03822  -0.200
23 N -0.27502 -6.57107 -4.32422  -0.705
24 H -0.25592 -3.75375 -3.82926  -0.239
25 H 1.18313 -4.31462 -4.62126  0.482
26 H 1.20387 -3.71932 -2.89676  -0.134
27 H 1.13866 -6.29336 -2.85845  0.165
28 H -1.11823 -6.66587 -1.78636  0.436
29 H -1.56980 -5.09257 -2.37123  -0.163
30 H -1.76927 -4.22546 -0.30286  0.051
31 H -0.46803 -4.49929 0.89197  -0.183
32 H -1.40017 -5.93041 0.24857  0.504
33 H -1.21147 -6.19257 -4.62761  0.244
34 H 0.35431 -6.53828 -5.13953  0.306
35 C -0.49068 -0.16783 -1.66117  -1.368
36 C -0.41254 -1.39557 -0.68193  0.244
37 C 0.99899 -1.37978 -0.02238  -0.732
38 O 1.15896 -0.26033 0.85950  1.717
39 C 2.35602 -0.18731 1.51002  -0.396
40 N -1.46406 -1.42030 0.29523  0.642
41 H 0.17304 -0.39587 -2.49139  0.629
42 H -0.19342 0.84022 -1.20521  -0.582
43 H -1.47553 -0.02093 -2.01057  0.433
44 H -0.56490 -2.32264 -1.27500  -0.193
45 H 1.72221 -1.39839 -0.84680  0.089
46 H 1.12544 -2.40824 0.37721  -0.150
47 H 3.24768 -0.07303 0.86584  -0.228
48 H 2.54549 -1.05156 2.13315  0.178
49 H 2.29504 0.66779 2.19194  -0.261
50 H -1.32355 -0.60592 0.94426  -0.277
51 H -1.34038 -2.26840 0.88674  -0.189
52 C 2.64130 0.76545 6.05476  -0.960
53 C 2.20711 1.96293 5.25596  -0.038
54 O 1.21522 1.45256 4.28500  0.328
55 C 0.43421 2.48997 3.70274  -1.035
56 C -0.61978 1.91750 2.76157  0.847
57 H 3.51821 0.93818 6.66231  0.512
58 H 1.77137 0.47410 6.62945  0.029
59 H 2.95596 -0.01125 5.35359  0.028
60 H 1.73139 2.65041 5.95115  0.461
61 H 3.01795 2.44522 4.78713  -0.100
62 H -0.08870 3.10453 4.43982  0.580
63 H 1.02161 3.21026 3.09217  0.048
64 H -0.20814 1.28729 1.93935  -0.556
65 H -1.25630 2.73610 2.36184  0.010
66 H -1.27068 1.24145 3.28926  -0.047
67 C 1.17820 4.03097 -0.08548  -0.766
68 C -0.34581 3.77126 -0.24819  0.536
69 O -0.85382 4.26076 -1.48806  -0.440
70 C -0.02078 3.84896 -2.59870  0.492
71 C -0.63362 4.46808 -3.85729  -1.153
72 H 1.43261 5.00235 -0.43741  0.620
73 H 1.57144 3.89918 0.94617  -0.190
74 H 1.74396 3.33802 -0.65891  -0.059
75 H -0.55463 2.74401 -0.18704  -0.353
76 H -0.86718 4.29244 0.55585  0.512
77 H 0.97797 4.32587 -2.46233  0.115
78 H 0.07679 2.79256 -2.50392  -0.091
79 H -0.69795 5.50829 -3.60785  0.525
80 H -1.59152 4.07771 -4.16317  -0.097
81 H 0.01950 4.42045 -4.72670  0.368
82 C -4.05144 1.21124 1.40410  -0.806
83 C -4.29147 2.28802 2.48461  -0.524
84 O -3.97215 3.61019 2.09238  -0.314
85 C -4.67639 4.11985 0.96894  0.333
86 C -4.09208 5.45790 0.64793  -0.908
87 H -4.36619 0.27534 1.83526  0.242
88 H -4.54559 1.26164 0.46845  0.546
89 H -2.99046 1.16008 1.21661  0.076
90 H -5.34153 2.27087 2.93457  0.396
91 H -3.60311 1.99861 3.27459  0.143
92 H -4.66408 3.40957 0.18018  -0.135
93 H -5.70691 4.24344 1.22388  0.328
94 H -4.68096 6.06561 -0.03569  0.371
95 H -3.09954 5.31289 0.27975  -0.050
96 H -3.94650 6.07414 1.59179  0.333
97 C 0.90171 -3.26362 3.87906  -0.491
98 C -0.43415 -3.86072 3.77361  -0.412
99 O -1.31368 -3.10740 2.88915  0.119
100 C -2.65871 -3.32844 3.10297  -0.307
101 C -3.34076 -1.95821 2.93417  -0.725
102 H 1.47718 -3.79879 4.69112  0.420
103 H 1.49680 -3.32618 2.96929  0.044
104 H 0.84944 -2.18402 4.15407  -0.137
105 H -0.42747 -4.91623 3.38594  0.406
106 H -0.88694 -3.82962 4.78665  0.240
107 H -3.06637 -4.13029 2.44495  0.397
108 H -2.86750 -3.59406 4.15860  -0.119
109 H -3.09298 -1.62427 1.95273  -0.029
110 H -3.01963 -1.22228 3.70006  0.062
111 H -4.39718 -2.07477 2.88668  0.685
112 C 6.75036 -0.73793 -0.03412  -1.142
113 C 6.09456 0.61482 -0.12908  0.302
114 O 5.13090 0.68229 -1.16609  -0.381
115 C 4.54594 1.91121 -1.34696  0.465
116 C 3.32861 1.71727 -2.25992  -0.745
117 H 6.03388 -1.53355 0.15946  -0.080
118 H 7.23430 -0.96973 -0.99570  0.400
119 H 7.52391 -0.58339 0.73252  0.457
120 H 5.57242 0.84070 0.85633  -0.279
121 H 6.92210 1.30420 -0.26308  0.446
122 H 4.16378 2.28185 -0.41463  -0.659
123 H 5.22154 2.64180 -1.74998  0.704
124 H 2.66414 1.14263 -1.64066  -0.265
125 H 3.72488 1.06757 -3.07419  0.474
126 H 2.95243 2.65248 -2.66644  0.218
127 C 6.49148 -5.08689 1.28363  -1.324
128 C 5.18295 -4.65269 0.67364  0.080
129 O 5.36319 -3.99102 -0.53571  -0.451
130 C 4.22763 -3.29763 -0.97915  0.893
131 C 4.26065 -3.06475 -2.48804  -1.448
132 H 6.17891 -5.53283 2.22231  0.404
133 H 7.07461 -5.81074 0.68836  0.299
134 H 7.03076 -4.17298 1.49872  0.276
135 H 4.56147 -5.55392 0.51282  0.407
136 H 4.61106 -4.01354 1.39127  0.063
137 H 3.28469 -3.81551 -0.71193  0.261
138 H 4.14656 -2.32615 -0.49866  -0.250
139 H 4.18904 -3.97327 -3.06008  0.358
140 H 5.15624 -2.43459 -2.67066  0.287
141 H 3.43853 -2.45873 -2.79169  0.296
142 C -5.79957 -3.59902 -6.53354  -1.321
143 C -4.61941 -3.94772 -5.59337  -0.193
144 O -4.62935 -3.11811 -4.39616  -0.391
145 C -3.52243 -3.36080 -3.56054  0.220
146 C -3.64744 -2.28744 -2.50275  -0.386
147 H -5.83782 -4.26829 -7.40225  0.371
148 H -6.70374 -3.83177 -5.95482  0.324
149 H -5.85268 -2.58549 -6.88634  0.338
150 H -4.74287 -5.00375 -5.32230  0.276
151 H -3.68775 -3.73599 -6.11240  0.321
152 H -3.38593 -4.39663 -3.14207  0.153
153 H -2.58576 -3.21679 -4.18681  -0.038
154 H -3.03539 -2.50315 -1.65209  -0.078
155 H -4.72532 -2.17459 -2.30322  0.428
156 H -3.30589 -1.31894 -2.92337  -0.071
157 C 1.52532 1.60467 -5.71006  -1.043
158 C 0.04432 1.43377 -5.74374  0.296
159 O -0.52492 2.46478 -6.52660  -0.400
160 C -1.86311 2.15986 -6.77272  0.223
161 C -2.42060 3.23203 -7.63675  -1.401
162 H 1.93042 1.67399 -6.71986  0.389
163 H 1.77128 2.45100 -5.06379  0.150
164 H 1.96160 0.69329 -5.20622  0.250
165 H -0.26379 0.41305 -6.13780  0.439
166 H -0.29445 1.58158 -4.64689  -0.234
167 H -1.94752 1.18650 -7.17720  0.523
168 H -2.30138 2.07337 -5.74719  -0.135
169 H -2.31922 4.18548 -7.09700  0.216
170 H -3.47567 3.07047 -7.76672  0.429
171 H -1.99033 3.29730 -8.62251  0.350
172 C -3.55804 6.48337 -4.26045  -1.371
173 C -3.81853 5.55841 -3.10175  0.248
174 O -3.90987 4.17560 -3.53890  -0.380
175 C -4.15440 3.32497 -2.40692  0.675
176 C -4.31932 1.91575 -2.97144  -0.969
177 H -3.45569 7.44075 -3.76809  0.405
178 H -2.59238 6.22400 -4.66518  0.254
179 H -4.37470 6.45865 -5.05554  0.291
180 H -3.02618 5.68870 -2.38453  -0.022
181 H -4.78121 5.87115 -2.57983  0.372
182 H -3.28730 3.44500 -1.70677  -0.373
183 H -5.13608 3.51615 -1.96602  0.434
184 H -4.59505 1.23785 -2.13603  0.259
185 H -3.41342 1.56323 -3.47245  -0.104
186 H -5.11682 1.87190 -3.71658  0.370
187 C 5.56219 -0.10054 3.78038  -0.287
188 C 6.00744 1.27454 3.51300  -0.789
189 O 4.93567 2.10914 3.13254  0.030
190 C 5.37180 3.45428 2.74639  -0.694
191 C 4.19459 4.16501 2.14868  -0.287
192 H 6.48507 -0.64621 4.09138  0.435
193 H 4.84667 -0.09681 4.63090  0.019
194 H 5.15238 -0.51007 2.82891  -0.271
195 H 6.46470 1.72720 4.34219  0.561
196 H 6.77437 1.39118 2.75489  0.385
197 H 5.83416 3.98412 3.61283  0.335
198 H 6.15383 3.30628 1.98672  0.408
199 H 4.54980 5.11321 1.67048  0.357
200 H 3.47230 4.36578 2.94769  0.262
201 H 3.74622 3.58072 1.30278  -0.347

=====

# 2
Below is a 9-piece molecular cluster, C5H26N2O9 overall at a distorted geometry, with properties calculated with ωB97M-V with the def2-TZVPD basis set.

## Properties
ΔE to the lowest compared entry with this formula, charge and spin	98.08	kcal per mole
E_tot	-27009.8016	eV
total charge	-1
<S²>	0.753
lowest unoccupied orbital energy (spin up / spin down)	2.8 / 2.7	eV
2S+1	2

Each line ends with the Mulliken charge.
Atoms and positions in Å:
1 O -1.41229 0.65322 1.07912  -0.637
2 C -1.20127 1.21834 0.05496  -0.665
3 C -1.03422 2.78786 0.04378  0.235
4 C 0.12622 3.22197 0.94669  -0.914
5 C 0.70274 2.20977 1.97270  -1.000
6 C 2.50699 0.87660 1.52798  -0.511
7 N 1.26098 1.02369 1.29104  0.071
8 N -0.90184 3.18863 -1.45241  -0.818
9 H -0.92573 0.81255 -0.87594  0.533
10 H -2.00961 3.20635 0.11903  0.288
11 H -0.38251 3.98254 1.41725  0.304
12 H 0.96880 3.63428 0.40450  0.392
13 H -0.11441 1.88983 2.57180  0.289
14 H 1.44584 2.69866 2.67061  0.508
15 H 3.17381 1.17790 2.29864  0.246
16 H 2.95558 0.16690 0.78323  0.267
17 H -0.00650 3.42331 -1.75735  0.238
18 H -1.13693 2.32278 -2.00273  0.266
19 H 3.18443 -1.50196 2.75645  0.315
20 H 1.81691 -1.83953 2.24292  0.385
21 O 2.29990 -1.14021 2.80187  -0.612
22 H -0.11756 -2.26283 1.47342  0.434
23 H 0.98226 -1.68247 0.86514  0.340
24 O 0.73350 -2.52261 1.05392  -0.911
25 H -0.41760 -2.09820 -3.33538  0.306
26 H -0.50401 -2.46966 -1.84082  0.283
27 O 0.00801 -1.99411 -2.53336  -0.563
28 H -3.01124 -1.36632 2.33282  0.256
29 H -1.84074 -0.68021 1.79638  0.437
30 O -2.27303 -1.62963 1.88512  -0.702
31 H 2.80621 -0.52271 -2.21983  0.328
32 H 2.13435 -1.59527 -2.59588  0.273
33 O 2.85558 -1.46921 -1.96614  -0.625
34 H -0.88866 -4.30789 -1.17059  0.300
35 H -0.69403 -3.27096 0.03999  0.391
36 O -1.20467 -3.47226 -0.80094  -0.727
37 H 0.07995 -0.22956 -3.39758  0.300
38 H 0.98869 1.00876 -3.86292  0.251
39 O 0.57282 0.60615 -3.07599  -0.549
40 H -3.55311 0.01044 -0.75908  0.292
41 H -2.36089 -0.82164 -0.96459  0.304
42 O -3.04107 -0.41365 -1.33567  -0.599

=====

# 3
Below is C7H12 in the gas phase, with properties calculated with ωB97M-V with the def2-TZVPD basis set.

## Properties
ΔE to the lowest compared entry with this formula, charge and spin	3.36	kcal per mole
SMILES	C[C@@H]1C=C[C@H](C)C1
E_tot	-7453.2859	eV
lowest unoccupied orbital energy	1.3	eV
2S+1	1

Each line ends with the Mulliken charge.
Atoms and positions in Å:
1 C -2.42037 -0.42479 0.00321  -1.442
2 C -1.22054 0.51749 -0.02683  0.729
3 C -0.48563 0.68193 -1.34260  -0.600
4 C 0.83580 0.65906 -1.18150  -0.617
5 C 1.23936 0.40740 0.25575  0.631
6 C 2.31662 -0.66401 0.41835  -1.528
7 C -0.09985 -0.01488 0.88527  -1.286
8 H -2.08013 -1.46627 -0.06649  0.354
9 H -2.94297 -0.31389 0.96069  0.344
10 H -3.13446 -0.23997 -0.80483  0.370
11 H -1.57116 1.51165 0.29487  0.228
12 H -0.99558 0.86374 -2.28700  0.369
13 H 1.57151 0.82637 -1.96644  0.410
14 H 1.60190 1.34456 0.70539  0.267
15 H 1.97163 -1.60895 -0.01924  0.373
16 H 2.53091 -0.84277 1.47841  0.349
17 H 3.25334 -0.38246 -0.07517  0.393
18 H -0.21068 0.25828 1.93910  0.377
19 H -0.15969 -1.11249 0.82903  0.280